1.
{
  "formula": "C27H36FNO4S",
  "method": "wB97M-V/def2-TZVPD",
  "smiles": "C=CCN1c2cccc([C@H](C)F)c2Sc2cccc(CC)c21.CCOC(C)=O.CCOC(C)=O",
  "homo_energy_ev": -8.11,
  "orbital_gap_ha": 0.3187,
  "max_force_ha_per_bohr": 0.0191,
  "elements": ["H", "C", "C", "H", "H", "C", "C", "C", "H", "O", "N", "H", "H", "C", "C", "C", "H", "H", "H", "C", "H", "C", "H", "H", "C", "C", "H", "C", "H", "H", "O", "H", "C", "H", "C", "H", "H", "H", "H", "C", "H", "H", "S", "C", "H", "H", "C", "H", "H", "H", "C", "C", "H", "H", "C", "C", "H", "O", "C", "O", "H", "C", "H", "H", "H", "C", "H", "C", "C", "F"],
  "positions_angstrom": [[7.36967, -3.77696, 2.13054], [-3.71097, -0.74488, 2.11068], [-3.88527, -1.84698, 3.15055], [-0.07558, 2.35184, 2.30050], [2.46739, 2.79437, -0.94097], [6.47095, -3.57390, 2.71448], [-2.87112, -2.97245, 3.11998], [2.03854, -1.01713, 0.15306], [-2.61050, 0.40304, -6.28826], [-2.39256, 1.71470, -3.95840], [-1.21214, 1.65856, 0.62191], [0.77116, 1.61753, -2.65110], [-5.63107, 0.94847, -0.13231], [6.50906, -2.20970, 3.37093], [6.27543, -2.43210, 0.06800], [-3.56275, 1.30954, 0.18398], [-3.31835, -3.86509, 3.55144], [1.09531, 3.82806, -0.60522], [-3.92396, 4.08191, 2.40936], [0.74791, 0.88473, -0.62822], [7.37647, -2.12719, 4.02619], [-2.43355, 0.94993, 0.90260], [-3.98210, -1.39519, 4.13986], [-3.48219, 2.10584, -0.54295], [-4.75483, 0.64935, 0.42825], [-1.54989, -0.55881, -3.69074], [6.41029, -4.34981, 3.47562], [-2.04920, 1.32996, -6.37404], [1.35306, -1.94022, 1.95120], [6.37306, -2.64800, -0.99279], [-2.01741, 3.43084, -5.27120], [-2.46011, -3.15020, 2.12998], [1.80947, -0.00540, -0.76999], [-0.86484, -0.21477, -2.91497], [0.12422, -0.26346, 1.38978], [-0.51529, 3.58983, 1.08099], [-5.78989, -0.83036, 1.53142], [-0.99609, 1.09753, -6.52707], [6.55873, -1.40905, 2.63274], [-2.04009, 3.12955, 2.46561], [-3.27362, 0.33069, -2.79104], [-2.03526, -2.71503, 3.76778], [-1.00898, -0.41420, 2.74464], [-0.11673, 0.75231, 0.46278], [-0.45013, 2.37041, -1.57851], [-1.00141, -0.56273, -4.63352], [-4.83183, -0.36171, 1.37483], [-2.21547, 2.57846, 3.38521], [1.75515, 3.72148, -2.24926], [-2.42277, 1.86283, -7.24460], [1.52185, 3.15606, -1.34820], [-2.51526, -0.05920, 1.86127], [2.49282, 0.08528, -1.60645], [2.85621, -1.71315, 0.03613], [0.56249, 1.98237, -1.64686], [1.18675, -1.13749, 1.24415], [5.94955, -1.39932, 0.19028], [4.24792, -3.66206, -0.00709], [-0.86109, 2.71586, 1.63605], [5.29791, -3.75019, 1.91460], [5.60729, -2.05243, 3.96248], [-2.88226, 4.10039, 2.11360], [-3.48613, 0.02177, -4.50157], [7.25606, -2.55314, 0.52089], [-2.54382, 4.93012, 1.50124], [-2.76225, 0.34738, -3.75298], [-1.85001, -1.58192, -3.46288], [-2.17259, 2.24507, -5.17713], [5.21139, -3.34265, 0.63463], [-5.13674, -2.43923, 2.89811]],
  "nbo_charge": [0.175, 0.013, 0.184, 0.199, 0.200, -0.069, -0.646, -0.204, 0.217, -0.508, -0.518, 0.209, 0.214, -0.637, -0.746, -0.226, 0.230, 0.203, 0.204, -0.020, 0.220, 0.233, 0.176, 0.230, -0.214, -0.638, 0.200, -0.744, 0.223, 0.248, -0.571, 0.222, -0.213, 0.225, -0.206, 0.200, 0.234, 0.244, 0.208, -0.192, 0.203, 0.227, 0.273, 0.200, 0.241, 0.204, -0.216, 0.203, 0.212, 0.246, -0.595, -0.254, 0.209, 0.235, -0.439, -0.219, 0.247, -0.578, -0.258, -0.503, 0.222, -0.375, 0.173, 0.218, 0.193, -0.071, 0.222, 0.798, 0.801, -0.377]
}

2.
{
  "formula": "C27H36IIrN2O4P2",
  "method": "wB97M-V/def2-TZVPD",
  "e_above_lowest_kcal_mol": 6.93,
  "charge": 2,
  "homo_energy_ev": -13.10,
  "orbital_gap_ha": 0.2921,
  "max_force_ha_per_bohr": 0.0021,
  "elements": ["H", "C", "H", "H", "P", "C", "H", "C", "C", "H", "H", "H", "C", "C", "C", "H", "C", "H", "H", "H", "C", "H", "C", "O", "H", "H", "C", "C", "H", "H", "I", "H", "H", "C", "H", "O", "H", "O", "N", "C", "C", "C", "C", "C", "H", "C", "P", "C", "H", "C", "H", "H", "H", "C", "H", "H", "N", "C", "H", "H", "H", "C", "H", "C", "Ir", "C", "H", "H", "H", "C", "H", "O", "H"],
  "positions_angstrom": [[-3.34227, 2.89697, 5.32518], [2.52617, 0.89637, -4.25555], [4.04135, -3.72604, 4.00829], [-0.82514, -2.90628, -1.21421], [1.57141, -0.81250, -2.23241], [1.28006, -2.21420, -3.33658], [2.02653, -2.22844, -4.13127], [-1.11997, 2.67680, -0.94600], [2.25067, -4.26254, 2.94671], [1.89904, 3.83920, 0.43834], [3.35150, -1.96556, -1.11531], [-0.32261, 3.45788, -3.71234], [-2.39729, 0.90038, 2.75831], [2.45907, 2.04713, -5.02454], [-2.79755, -3.14979, 0.15834], [0.28836, -2.14031, -3.78106], [1.72329, 3.77982, 1.51362], [-2.22081, -2.80834, 1.01813], [-1.49190, 3.42654, -1.64497], [3.20654, 2.23133, -5.78410], [2.49477, -1.85474, 1.65923], [-3.84725, -3.22685, 0.44246], [-2.66188, -2.19292, -0.99863], [-1.26580, -2.06856, -1.42501], [3.96083, -1.02925, -2.48760], [2.11654, -5.21919, 3.43021], [1.43592, 2.96579, -4.82149], [1.02420, 1.38645, 1.31691], [0.48238, -4.44521, 1.68855], [1.76055, 2.30000, 3.09052], [-6.14764, 1.67030, 5.72438], [-2.46797, -4.15276, -0.12268], [2.41683, 4.45955, 2.00505], [1.93718, 2.35009, 2.01547], [-3.05938, 0.67731, -2.11496], [-1.33458, -0.25406, 0.99638], [1.35253, -3.14573, -2.77268], [-0.25286, 1.45633, 2.00393], [1.47769, -2.68146, 1.37241], [-3.39615, 2.12201, 4.57375], [-3.55034, 0.12041, 2.64667], [3.31546, -3.43066, 3.26403], [-2.32582, 1.90219, 3.72834], [0.47187, 2.73525, -3.85320], [-2.07146, -0.14579, -3.34304], [-4.54249, 1.34078, 4.45563], [-0.71066, 1.16048, -1.83815], [-4.61994, 0.33796, 3.49111], [4.23997, -1.53469, 2.82280], [1.33919, -3.86631, 1.99621], [3.32847, 0.18883, -4.42558], [0.71168, 4.12876, 1.72777], [-0.24048, 3.06797, -0.43779], [3.26612, -1.01815, -1.64802], [-2.97562, -1.18871, -0.72701], [-2.40742, 1.59137, -3.48611], [1.30075, 0.71870, 0.30809], [-1.28133, 0.64848, 1.84615], [2.95968, 2.03136, 1.81958], [-3.60067, -0.65951, 1.89873], [1.38998, 3.86360, -5.42270], [0.53722, 1.58330, -3.07468], [-3.22780, -2.52251, -1.86940], [-2.20580, 0.78038, -2.78523], [0.04941, -0.55317, -0.58886], [1.56692, 0.66429, -3.27419], [-5.51267, -0.26556, 3.40734], [2.50942, -0.92237, 1.11452], [-1.90536, 2.47315, -0.21682], [3.42888, -2.21588, 2.60920], [3.50907, -0.18996, -0.98410], [0.55656, -2.38649, 0.45182], [-1.43515, 2.50699, 3.82208]],
  "lowdin_charge": [0.105, -0.057, 0.128, 0.087, 0.768, -0.201, 0.066, -0.183, -0.003, 0.078, 0.053, 0.113, -0.129, -0.033, -0.061, 0.055, -0.075, 0.069, 0.065, 0.123, -0.013, 0.097, -0.239, -0.246, 0.060, 0.130, -0.034, -0.423, 0.147, 0.123, 0.977, 0.092, 0.085, -0.165, 0.057, -0.079, 0.059, 0.075, -0.156, -0.119, 0.002, -0.016, 0.009, -0.057, 0.058, -0.721, 0.785, -0.123, 0.127, 0.018, 0.113, 0.080, 0.039, -0.209, 0.090, 0.067, -0.057, -0.392, 0.118, 0.111, 0.123, -0.351, 0.132, -0.194, 1.050, -0.351, 0.103, 0.088, 0.062, -0.004, 0.048, -0.270, 0.126]
}

3.
{
  "formula": "C27H36N12O9P2SSr",
  "method": "wB97M-V/def2-TZVPD",
  "e_above_lowest_kcal_mol": 0.00,
  "homo_energy_ev": -5.55,
  "orbital_gap_ha": 0.1827,
  "max_force_ha_per_bohr": 0.0731,
  "elements": ["C", "C", "N", "Sr", "C", "P", "C", "H", "H", "H", "S", "H", "C", "H", "H", "C", "C", "H", "H", "H", "N", "C", "O", "C", "N", "N", "N", "C", "N", "H", "H", "H", "H", "O", "H", "H", "O", "N", "O", "N", "C", "O", "H", "N", "O", "N", "C", "O", "C", "O", "C", "H", "H", "C", "H", "C", "H", "H", "C", "H", "C", "C", "H", "H", "H", "P", "C", "H", "C", "H", "C", "H", "C", "C", "H", "H", "H", "N", "N", "O", "C", "C", "H", "H", "H", "C", "H", "H"],
  "positions_angstrom": [[0.72548, 4.21769, 3.78542], [1.11987, 3.99607, 5.09591], [-5.60761, -6.87305, 1.75115], [-0.87990, 0.33125, -0.08810], [0.72560, 0.29930, -3.59960], [2.25953, -1.32751, 0.58125], [0.98866, 3.27179, 2.79367], [-5.88286, -0.59252, 0.47247], [6.59463, 0.71893, -1.74892], [-1.91426, -6.05500, 2.03851], [-4.60734, 0.41771, -1.30199], [-6.35931, -6.40912, 1.19045], [-5.92639, 2.63675, -0.55476], [3.00423, 1.10571, 4.62870], [2.00404, 4.44076, -3.23898], [1.26803, -2.97467, 1.16754], [-0.19569, 3.49400, -2.29655], [0.15800, 3.41057, -0.89968], [1.50737, -5.09141, 1.33868], [-7.29679, 1.27855, 0.37775], [-3.54220, -6.90836, 2.75922], [6.02055, 3.61962, -4.09092], [-1.03283, -1.64951, 1.53119], [-5.25725, 2.08872, -1.76072], [3.77897, 3.59979, -4.01802], [5.54664, 4.65003, -4.87698], [-0.05253, 1.07286, -2.76960], [7.35899, 3.19631, -3.97115], [-4.68278, -4.71400, 0.10360], [-5.53871, 3.50436, -0.08441], [-4.38390, 2.70657, -2.06893], [2.07791, -2.18604, 2.87880], [-3.98240, -7.20704, 3.64741], [2.85547, -1.97716, -0.77859], [4.13443, 1.43792, -2.17143], [-1.27499, 3.40737, -2.32903], [-5.87832, -4.95633, -0.12049], [1.31715, -2.87971, 2.67346], [3.27962, -1.25863, 1.72937], [2.37382, 2.17855, 7.82569], [2.08563, 2.44030, 6.72512], [-4.01279, -3.83093, -0.49448], [1.50867, -4.51766, -0.35828], [-2.25981, -6.37592, 2.94878], [-3.14158, 0.76729, -0.94021], [4.24029, 4.62501, -4.81865], [0.28374, 3.51897, 0.23439], [-1.05311, -4.17471, 0.41955], [6.37547, 1.48524, -2.47284], [-0.39015, -2.08785, -0.91078], [1.74848, 1.04063, -4.12870], [2.59660, 0.74987, -4.70016], [-5.80750, -7.73365, 2.31406], [-4.39290, -6.34640, 1.87748], [0.40507, -2.60097, 3.04207], [7.45768, 2.03484, -3.17912], [0.09169, 4.40888, -2.78642], [-6.24742, 1.92868, 1.49960], [-6.22896, 1.50509, 0.47205], [0.44658, -0.73575, -3.85977], [4.89494, 2.95394, -3.50420], [2.32647, 1.94517, 4.40674], [2.18670, 1.59934, 2.27213], [8.19532, 3.64136, -4.47448], [-6.00385, 1.77782, -2.56509], [-0.48626, -2.63838, 0.54297], [0.44775, 2.31667, -2.88817], [-4.44136, 0.25710, 0.93543], [0.46472, 3.48638, 1.43520], [2.20004, -1.75895, -1.44924], [1.87380, 2.21731, 3.08701], [1.57342, -3.82203, 2.96303], [2.26351, 3.63557, -3.96067], [1.78264, -4.28046, 0.68496], [2.89783, -4.18462, 0.69961], [-1.62265, -7.11878, 3.22270], [1.89074, 3.97036, -4.97983], [-3.87462, -5.35590, 1.17584], [1.54955, 2.35563, -3.63607], [1.36110, -0.13315, 0.18723], [5.01878, 1.87024, -2.64582], [1.73758, 2.74791, 5.40502], [-6.95923, 2.98389, -0.76838], [0.19439, 5.13791, 3.63833], [8.46168, 1.57125, -3.12786], [-5.33084, 0.35603, 0.34646], [0.84756, 4.66449, 5.89454], [-1.95834, -4.31823, 0.61755]],
  "lowdin_charge": [-0.040, -0.011, 0.161, 1.506, -0.179, 0.454, -0.236, 0.105, 0.093, 0.061, 1.022, 0.118, -0.239, 0.127, 0.124, -0.485, -0.146, -0.093, 0.072, 0.112, -0.040, -0.244, -0.433, -0.286, -0.031, 0.055, 0.014, -0.005, -0.348, 0.100, 0.113, 0.126, 0.164, -0.140, 0.111, 0.045, 0.025, 0.170, -0.347, 0.146, -0.216, 0.031, 0.105, 0.032, -0.736, 0.023, 0.071, -0.145, -0.084, -0.430, -0.081, 0.090, 0.140, -0.475, 0.140, -0.103, 0.028, 0.128, -0.247, 0.107, -0.175, 0.006, 0.090, 0.103, 0.111, 0.353, -0.435, 0.083, -0.085, 0.061, -0.006, 0.148, -0.020, -0.104, 0.102, 0.087, 0.146, 0.146, -0.022, -0.540, 0.002, -0.251, 0.117, 0.111, 0.105, -0.328, 0.113, -0.015]
}